C34H33AuN2O | wB97M-V/def2-TZVPD

Summary:
Calculated total energy: -1635.850260 Eh
Charge: -2
Maximum force: 0.00590 hartree/bohr

Geometry as XYZ:
```
71
Properties=species:S:1:pos:R:3:forces:R:3:lowdin_charge:R:1
Au 1.321673 -2.078847 0.102309 -0.082 0.003 0.220 0.792
C 0.100358 2.155974 5.083429 -0.003 -0.014 -0.016 -0.116
C 0.361579 1.863691 3.747721 0.001 0.023 0.017 -0.083
C 0.067840 0.615227 3.228282 -0.012 -0.066 -0.024 -0.021
C -0.499336 -0.353308 4.057638 0.052 0.110 0.016 -0.246
C -0.750536 -0.069056 5.392424 -0.012 -0.040 0.007 -0.059
C -0.456081 1.186811 5.906015 0.001 0.014 0.006 -0.120
N -0.829502 -1.675842 3.604649 -0.109 -0.135 0.072 0.068
N -0.753204 -1.767479 2.375072 0.147 0.264 -0.025 0.041
C -1.045046 -3.011454 1.766167 0.025 0.013 -0.190 -0.324
C -1.984200 -3.887233 2.303467 -0.048 -0.010 -0.003 -0.072
C -2.301820 -5.042785 1.608473 0.006 0.023 0.021 -0.139
C -1.654634 -5.304017 0.403990 0.010 0.021 -0.053 -0.138
C -0.693590 -4.428211 -0.089635 -0.123 -0.070 0.014 -0.168
C -0.356992 -3.230185 0.558880 0.238 -0.128 0.035 -0.272
H 0.332043 3.137527 5.480246 0.000 0.003 -0.003 0.087
H 0.791839 2.616796 3.099031 0.000 -0.007 -0.004 0.100
H 0.259347 0.373601 2.188602 -0.018 0.019 -0.012 0.097
H -1.180941 -0.847159 6.011736 -0.002 0.007 0.003 0.095
H -0.659828 1.409369 6.947214 -0.004 -0.011 0.002 0.085
H -2.463657 -3.640018 3.243801 -0.013 0.000 -0.026 0.086
H -3.052019 -5.726837 1.989856 0.000 0.003 0.010 0.079
H -1.907949 -6.197679 -0.158878 -0.001 -0.011 0.010 0.080
H -0.203829 -4.678081 -1.025394 0.017 0.001 0.017 0.068
C -2.653599 1.977357 1.260033 -0.010 0.006 -0.008 -0.074
C -2.287026 2.880046 0.076979 0.005 -0.003 0.014 -0.381
C -0.893332 3.486302 0.274170 -0.012 0.003 0.011 -0.080
C -2.414634 2.139099 -1.236970 0.005 0.030 -0.026 -0.159
C -3.336011 2.556738 -2.183135 0.005 -0.026 0.004 -0.102
C -3.514420 1.893037 -3.394971 -0.004 0.002 0.003 -0.160
C -2.738523 0.758881 -3.636479 -0.014 0.005 0.011 -0.094
C -1.804956 0.298134 -2.727194 -0.005 -0.023 -0.021 -0.147
C -0.964175 -0.932262 -2.990212 -0.008 0.008 0.015 -0.391
C 0.186781 -0.631384 -3.952932 0.005 -0.015 0.011 -0.070
C -1.782300 -2.123890 -3.485841 0.013 0.005 -0.008 -0.089
C -1.575957 0.995333 -1.487252 0.062 -0.005 0.020 -0.345
O -0.681036 0.613698 -0.664205 -0.241 0.118 0.018 -0.136
H -2.532913 2.502446 2.214078 0.006 -0.002 0.002 0.064
H -2.008605 1.098463 1.257775 0.006 -0.012 0.009 0.058
H -3.690846 1.642511 1.177714 -0.004 0.000 0.000 0.072
H -3.009583 3.707721 0.048672 0.002 0.004 -0.008 0.112
H -0.148983 2.689830 0.291120 -0.005 0.008 0.010 0.057
H -0.844448 4.048862 1.214083 0.007 -0.009 -0.002 0.061
H -0.648298 4.166997 -0.545773 -0.003 0.006 -0.006 0.070
H -3.942445 3.434035 -1.960369 -0.001 0.001 0.000 0.086
H -4.242435 2.239073 -4.120338 0.001 0.000 -0.002 0.062
H -2.876541 0.217228 -4.570446 0.004 -0.004 -0.001 0.090
H -0.523137 -1.200094 -2.026356 -0.003 0.000 0.007 0.087
H -0.198664 -0.364937 -4.944243 0.001 0.007 0.005 0.067
H 0.847120 -1.498150 -4.059524 -0.005 -0.001 -0.007 0.067
H 0.785641 0.202347 -3.584855 0.013 0.019 0.025 0.070
H -2.204161 -1.939622 -4.480152 -0.007 0.000 0.004 0.056
H -2.606064 -2.338545 -2.802643 0.004 -0.006 0.003 0.077
H -1.153330 -3.016920 -3.551420 -0.002 -0.002 -0.006 0.063
C 3.834956 2.760291 -1.647044 -0.003 -0.016 0.008 -0.120
C 2.523708 2.277810 -1.439125 -0.004 0.016 -0.018 -0.093
C 2.321016 1.015133 -0.952120 -0.003 -0.041 -0.011 -0.049
C 3.410587 0.159292 -0.639998 -0.020 0.030 0.058 -0.204
C 3.168386 -1.160800 -0.122606 0.082 -0.178 -0.226 -0.284
C 4.299823 -1.900403 0.179152 0.042 0.039 -0.003 -0.192
C 5.614614 -1.419718 -0.017459 -0.008 0.017 0.039 -0.137
C 5.834263 -0.169769 -0.523071 0.003 -0.015 0.005 -0.094
C 4.728259 0.654773 -0.843644 0.006 0.010 0.026 -0.198
C 4.908456 1.966225 -1.355973 0.000 0.000 -0.001 -0.082
H 3.989069 3.761816 -2.035617 -0.001 0.000 -0.003 0.083
H 1.668867 2.904458 -1.667396 -0.002 -0.009 0.009 0.092
H 1.307186 0.650068 -0.798289 0.014 0.030 -0.029 0.055
H 4.185295 -2.902213 0.580469 0.004 -0.010 -0.019 0.054
H 6.458419 -2.055994 0.235986 0.003 0.001 0.000 0.079
H 6.841231 0.206805 -0.678454 -0.001 0.001 -0.007 0.087
H 5.921229 2.329105 -1.509188 0.002 -0.001 0.003 0.090
```
Positions in Å, forces in eV/Å.